# 1
Molecular formula: H39NO20PS
Method: DFT, the ωB97M-V functional and the def2-TZVPD basis

```
62
Properties=species:S:1:pos:R:3:lowdin_charge:R:1
N 0.01253 -0.31986 3.73950 -0.286
P -1.61024 0.28088 3.41015 0.171
O -2.68355 -1.06450 3.74654 -0.320
O -2.10474 1.59592 4.41441 -0.340
S -1.66991 0.68977 1.48419 0.126
H 0.56527 0.36258 4.29746 -0.096
H -3.49309 -0.69945 4.19091 0.044
H -1.76104 2.47216 4.07025 0.076
O 2.66296 0.31149 5.16558 -0.076
H 2.82461 -0.64090 5.17808 0.023
H 3.09095 0.63136 5.97064 0.027
O 0.94452 -0.39279 -1.03103 -0.088
H 1.00746 0.38129 -1.60994 -0.006
H 0.31280 -0.12417 -0.34881 -0.027
O -2.74112 -0.13985 -1.99898 -0.069
H -2.57614 -1.09389 -1.99401 0.028
H -2.31276 0.17502 -1.19084 -0.017
O 5.52361 1.43754 3.94779 -0.085
H 4.71796 1.13319 4.38969 0.000
H 5.53741 0.93977 3.11663 -0.009
O -3.41048 -3.12275 -1.20021 -0.049
H -2.78740 -3.86111 -1.16052 0.048
H -4.11805 -3.38061 -0.59419 0.044
O -1.67549 -0.59467 -5.09031 -0.055
H -1.74414 -0.17085 -4.22177 0.035
H -2.28792 -1.34230 -5.03447 0.027
O -0.76371 1.66707 7.21526 -0.081
H -1.32840 1.68452 6.42857 -0.010
H 0.04944 2.10366 6.92820 0.028
O -4.77770 -1.11610 -4.51764 -0.074
H -4.24880 -0.79231 -3.77538 -0.007
H -5.68806 -0.93134 -4.25252 0.023
O 0.95749 2.35120 -2.05986 -0.059
H 1.59789 2.47146 -2.77488 0.048
H 1.29458 2.91165 -1.34643 0.048
O 0.65532 -3.54519 3.93891 -0.103
H -0.23974 -3.80445 4.19448 0.021
H 0.72671 -2.62642 4.24028 -0.016
O 1.06749 1.21520 -5.37428 -0.075
H 1.60040 0.76169 -6.04068 0.007
H 0.33626 0.60466 -5.20764 0.002
O -2.16110 -2.57685 -7.27537 -0.056
H -1.96154 -1.74356 -6.82618 -0.006
H -2.60339 -2.30324 -8.09028 0.042
O 5.75841 -0.55441 1.75913 -0.045
H 6.56275 -0.34098 1.26594 0.059
H 5.93689 -1.42943 2.13046 0.063
O 3.67315 0.91474 0.37138 -0.071
H 4.45286 0.39199 0.14325 0.003
H 2.93201 0.38445 0.04424 0.012
O -5.73992 0.57294 -2.44354 -0.065
H -4.89439 0.69734 -1.98788 0.025
H -6.19664 -0.09306 -1.91188 0.047
O -0.10323 5.13183 -1.01925 -0.067
H -0.69006 4.36266 -1.01113 0.036
H -0.39877 5.64307 -1.78454 0.036
O 3.97749 -1.34422 6.77972 -0.048
H 4.82305 -1.22056 7.23224 0.054
H 3.51817 -2.00424 7.31737 0.059
O 0.84007 -0.21529 -7.72216 -0.049
H 0.26117 -0.99050 -7.72692 0.038
H 0.54990 0.29877 -8.48776 0.054
```

HOMO level, eV: -3.79
Net charge: -1



# 2
Molecular formula: H39O20
Method: DFT, the ωB97M-V functional and the def2-TZVPD basis

```
59
Properties=species:S:1:pos:R:3:lowdin_charge:R:1
O -0.58930 -1.08512 1.93124 -0.086
H -0.71469 -1.92483 1.42546 0.008
O 2.03154 -1.35345 2.07622 -0.350
H 0.34606 -1.13809 2.23638 0.005
H 2.70281 -1.39096 2.77214 0.016
O 2.32743 -3.87701 1.19621 -0.086
H 1.49221 -4.34102 1.32488 0.045
H 2.17980 -3.08447 1.78266 0.015
O -3.32494 -1.63407 -0.20146 -0.068
H -3.46657 -1.62901 -1.17362 0.056
H -3.28296 -0.70020 0.02002 0.009
O -0.12580 1.58777 -1.48686 -0.081
H -0.83400 1.93205 -2.05930 0.045
H -0.51443 1.45278 -0.56752 0.019
O -2.81027 3.96641 -3.48586 -0.093
H -3.39516 3.19539 -3.30492 -0.008
H -2.35335 4.19007 -2.66877 0.013
O -3.98054 1.52909 -2.81052 -0.068
H -4.51490 1.54005 -2.00165 0.016
H -3.31667 0.83590 -2.64916 0.036
O 2.91247 -0.40303 -0.10433 -0.125
H 3.75678 -0.22915 0.32108 0.038
H 2.47277 -0.78186 0.77923 0.028
O 1.20987 -0.75115 -2.51177 -0.093
H 1.87439 -0.96125 -1.84417 0.003
H 0.73683 0.04865 -2.14141 0.021
O 3.29391 -3.15837 -1.28283 -0.089
H 3.05322 -3.53077 -0.40986 0.002
H 3.40665 -2.22584 -1.03983 0.007
O 0.46148 2.75771 2.28974 -0.059
H 1.22669 2.20013 2.59083 0.025
H 0.15990 3.14162 3.11170 0.059
O 1.98786 0.92722 3.47905 -0.102
H 2.78788 0.95070 4.01190 0.047
H 1.76889 0.19428 2.82514 0.027
O -4.51929 0.82966 -0.27275 -0.074
H -5.26042 0.70884 0.30718 0.059
H -4.08858 1.67691 0.00875 0.019
O -1.29374 -3.25676 0.51480 -0.062
H -1.07871 -2.96980 -0.38405 0.048
H -2.17936 -2.91294 0.70925 0.027
O 0.97718 -3.41213 -2.56099 -0.088
H 1.49829 -2.94605 -3.21623 0.021
H 1.32984 -3.23704 -1.68180 -0.004
O 2.83349 2.28888 -0.04893 -0.086
H 1.87330 2.31430 0.06406 0.016
H 2.87370 1.29349 -0.02541 -0.009
O 4.48075 1.18635 2.18280 -0.072
H 4.92519 1.85334 2.72129 0.042
H 3.94325 1.67979 1.53039 0.010
O -1.56775 -1.07044 -2.66294 -0.062
H -0.73993 -0.97469 -2.17275 -0.002
H -1.21318 -1.22913 -3.54990 0.055
O -3.31269 2.81105 1.02943 -0.087
H -3.12006 3.63170 0.56113 0.051
H -2.49566 2.22247 0.91120 0.020
O -1.20354 1.23521 0.93427 -0.114
H -1.06431 0.27147 1.17696 0.037
H -0.56363 1.75534 1.49423 0.025
```

HOMO level, eV: -7.26
Energy above the lowest of the compared OMol25 structures with the same formula, charge and spin, kcal per mole: 13.0
Net charge: -1



# 3
Molecular formula: H39O20
Method: DFT, the ωB97M-V functional and the def2-TZVPD basis

```
59
Properties=species:S:1:pos:R:3:lowdin_charge:R:1
O -2.65372 1.84236 1.57610 -0.054
H 0.72948 -0.64555 3.30780 -0.039
O 4.31121 -0.32507 0.61857 -0.043
H 4.45752 -1.22440 0.33882 0.024
H 3.44570 -0.60141 1.01334 0.004
O 1.29522 -0.31361 0.62902 -0.243
H 2.18218 0.11213 0.45924 0.073
H 0.31154 0.66417 0.50133 0.042
O -3.01673 0.41304 -0.71111 -0.102
H -3.36871 0.61744 0.17742 0.006
H -2.10524 1.98432 0.69208 0.086
O -0.08339 1.72283 0.48950 -0.172
H -2.15169 1.15941 1.87779 -0.025
H 0.15185 2.42787 1.11224 0.068
O -4.30821 -0.97861 1.68230 -0.088
H -3.48700 -1.18008 1.07311 0.058
H -2.10192 0.87182 -0.63000 0.059
O 1.27039 -1.22674 -1.93298 -0.036
H 2.17737 -1.41439 -1.55904 0.054
H 0.76387 -0.67316 -1.37480 -0.033
O 0.75645 2.34221 -1.92194 -0.065
H 1.74271 1.35030 4.30940 0.051
H -2.89332 3.73669 1.92624 -0.063
O -2.58997 -2.20021 -3.22103 -0.022
H -2.64464 -1.40912 -2.60540 0.056
H -1.79421 -2.44102 -2.89834 -0.061
O -3.63018 3.58643 -2.08019 -0.051
H -3.10734 3.09200 -2.74384 0.052
H -4.01788 3.01476 -1.44754 -0.007
O 1.93223 0.61567 4.90532 0.027
H -0.39023 -1.63743 0.45055 0.032
H 2.55410 0.05730 4.25462 0.146
O 0.37342 0.05085 2.96992 0.189
H 0.73091 0.11947 1.93572 0.081
H -4.76562 -1.81332 1.62073 0.030
O -1.39564 -1.70335 0.36421 -0.087
H -1.29651 -2.47386 1.00978 0.095
H 0.19197 1.54934 -1.74480 0.032
O -2.73273 4.36944 2.56234 -0.056
H 0.78658 2.82694 -1.10103 0.011
H -1.78209 4.57990 2.78271 0.065
O 3.86017 -3.65943 -0.90302 -0.002
H 3.98757 -2.92361 -1.42637 -0.009
H 3.76989 -4.50334 -1.35187 0.065
O 4.59465 2.71512 0.36213 -0.002
H 4.22228 2.93785 -0.38804 -0.081
H 5.28598 2.09250 0.05691 0.061
O 2.45103 -2.52417 1.54570 -0.102
H 2.36535 -3.00131 0.69185 0.030
H 1.79184 -1.77299 1.34004 -0.002
O -5.80344 -0.47934 -1.17954 -0.068
H -5.99859 -0.17850 -0.25729 0.052
H -4.96784 -0.21069 -1.52454 -0.021
O -0.04713 -5.28275 -1.84236 -0.045
H 0.26006 -5.05555 -2.70465 0.019
H -0.86568 -4.86242 -1.57368 0.028
O 4.05925 1.87513 -3.07741 -0.079
H 3.93734 2.07006 -3.97985 0.003
H 3.24950 1.91810 -2.45614 0.059
```

HOMO level (spin up / spin down), eV: -10.84 / -10.84
Energy above the lowest of the compared OMol25 structures with the same formula, charge and spin, kcal per mole: 100.9
Net charge: 0
2S+1: 2



# 4
Molecular formula: H3INP
Method: DFT, the ωB97M-V functional and the def2-TZVPD basis

```
6
Properties=species:S:1:pos:R:3:lowdin_charge:R:1
N 0.14612 0.02657 0.44166 -0.314
P -0.80954 -1.28189 -0.08975 0.667
I -3.54819 0.10471 0.19870 -0.218
H 0.09881 0.81131 -0.16568 0.009
H 0.41074 0.33440 1.36022 0.039
H -0.72484 -1.05948 -1.39620 -0.183
```

HOMO level, eV: -8.76
Energy above the lowest of the compared OMol25 structures with the same formula, charge and spin, kcal per mole: 15.4
Net charge: 0



# 5
Molecular formula: H3N2O2P
Method: DFT, the ωB97M-V functional and the def2-TZVPD basis

```
8
Properties=species:S:1:pos:R:3:lowdin_charge:R:1
N -0.47927 -0.86895 -0.21668 -0.342
N -0.51616 1.59239 0.72544 -0.592
O 0.15688 1.02457 1.57238 -0.024
O -0.94403 2.74246 0.58418 -0.029
P -1.07768 0.42552 -0.55490 0.915
H 1.34709 -1.97206 -1.78030 0.054
H 0.17276 -1.11313 0.54907 0.005
H 1.34040 -1.83080 -0.87918 0.012
```

HOMO level, eV: -10.42
Energy above the lowest of the compared OMol25 structures with the same formula, charge and spin, kcal per mole: 128.3
Net charge: 0



# 6
Molecular formula: H3N2O2P
Method: DFT, the ωB97M-V functional and the def2-TZVPD basis

```
8
Properties=species:S:1:pos:R:3:lowdin_charge:R:1
N 0.73064 0.81702 -0.87214 -0.051
N -0.18458 0.65308 0.21508 -0.201
O -1.20245 -0.95447 1.95181 -0.281
O -0.13022 -2.13499 -0.14525 -0.282
P -0.48718 -0.96701 0.68724 0.582
H 0.78273 -0.07737 -1.36643 0.061
H 0.35340 1.51615 -1.51394 0.079
H 0.13764 1.14759 1.04363 0.093
```

Structure (SMILES): NNP(=O)=O
HOMO level, eV: -10.19
Energy above the lowest of the compared OMol25 structures with the same formula, charge and spin, kcal per mole: 0.0
Net charge: 0



# 7
Molecular formula: H3N2O3S
Method: DFT, the ωB97M-V functional and the def2-TZVPD basis

```
9
Properties=species:S:1:pos:R:3:lowdin_charge:R:1
N 2.32277 0.45162 0.43050 -0.018
N 1.45557 0.04571 -0.40153 -0.216
O -0.80126 -0.46988 1.44027 -0.477
O -0.76275 -1.51262 -0.78018 -0.470
O -2.57856 1.21997 -0.47900 -0.538
S -0.60430 -0.29462 -0.01633 0.744
H -2.83929 0.35096 -0.14293 -0.166
H 2.16966 -0.28246 1.24163 0.079
H 1.63816 0.49131 -1.29243 0.062
```

HOMO level, eV: -3.38
Energy above the lowest of the compared OMol25 structures with the same formula, charge and spin, kcal per mole: 90.3
Net charge: -1



# 8
Molecular formula: H3N2OP
Method: DFT, the ωB97M-V functional and the def2-TZVPD basis

```
7
Properties=species:S:1:pos:R:3:lowdin_charge:R:1
N -0.25612 -0.08526 -0.19534 -0.347
N 1.28257 -1.13435 -0.46140 -0.009
O -1.69386 1.32754 1.09627 -0.394
P -0.27787 0.55051 1.21969 0.717
H 1.08139 -1.41292 -1.42095 0.006
H 1.98948 -0.40332 -0.48549 -0.006
H -2.12559 1.15779 0.24722 0.033
```

HOMO level, eV: -9.80
Energy above the lowest of the compared OMol25 structures with the same formula, charge and spin, kcal per mole: 39.5
Net charge: 0



Sequential total energy output: -2322.58664, -1528.33954, -1527.83718, -695.58141, -602.95763, -603.16203, -735.12987, -527.82527 Ha